Below is a cluster of 2 separate species, C5H8O4 in total at a distorted geometry, with properties calculated with ωB97M-V/def2-TZVPD.

Last column: Mulliken charge in e.
Positions of all 17 atoms, in Å:
C 1.362 -1.378 0.723  -0.266
C 0.194 -2.060 1.395  -0.847
C 1.246 0.201 0.499  0.487
O 1.958 0.627 -0.466  -0.778
O 0.385 0.936 1.017  -0.657
H 2.513 -1.205 1.146  0.228
H 1.493 -1.727 -0.386  0.159
H 0.233 -1.821 2.559  0.171
H 0.284 -3.217 1.250  0.250
H -0.665 -1.703 0.914  0.284
C -0.769 1.062 -1.402  -0.496
C -1.795 2.296 -0.962  0.545
O -1.830 3.318 -1.768  -0.774
O -2.693 2.393 -0.023  -0.762
H 0.142 1.415 -1.670  0.208
H -1.281 0.599 -2.203  0.431
H -0.776 0.264 -0.622  -0.182

2S+1 ... 1
Largest force on an atom ... 5.92 eV/Å
DFT total energy ... -496.1940 hartree
Energy above the lowest of the compared OMol25 structures with the same formula, charge and spin ... 346.15 kJ/mol
Orbital gap ... 5.91 eV
Net charge ... -2
HOMO energy ... 0.013 hartree